No. 1
Entry from OMol25: C4H12N2O as an isolated structure at a distorted geometry (ωB97M-V/def2-TZVPD).

Positions of all 19 atoms, in Å:
N (-1.49832, 0.58552, -1.66401)
C (-0.76088, -0.62574, -2.30961)
O (-0.64377, -1.61210, -1.42819)
H (-1.38102, 1.37581, -2.29558)
H (-2.49205, 0.35939, -1.69415)
H (-1.35963, -0.86337, -3.21583)
H (0.19491, -0.19237, -2.66961)
C (2.30413, 0.67530, 2.04738)
C (1.25537, -0.15617, 1.39985)
C (-0.05310, 0.06074, 1.47788)
N (-0.93487, -0.44397, 0.46886)
H (1.95406, 1.60027, 2.50885)
H (2.75069, 0.08645, 2.86081)
H (3.12483, 0.96080, 1.39098)
H (1.63935, -0.94601, 0.75940)
H (-0.50149, 0.70510, 2.22518)
H (-0.60513, -1.16066, -0.28160)
H (-1.82912, -0.79744, 0.79084)
H (-1.16397, 0.38845, -0.37145)

Output
Total energy   -9367.7604 eV
Frontier orbital gap   0.3401 Ha
Strongest force on any atom   0.077 Eh/bohr
Charge   0
Energy above the lowest of the compared OMol25 structures with the same formula, charge and spin   331.3 kJ/mol

Atomic charges from the Löwdin analysis, expressed in e, are listed below:
1 N 0.008
2 C -0.398
3 O -0.204
4 H 0.098
5 H 0.100
6 H 0.103
7 H 0.104
8 C -0.120
9 C -0.155
10 C -0.146
11 N 0.026
12 H 0.070
13 H 0.073
14 H 0.071
15 H 0.112
16 H 0.108
17 H -0.052
18 H 0.124
19 H 0.078

---

No. 2
Entry from OMol25: an isolated molecule of C4H9NO2 at a distorted geometry (ωB97M-V/def2-TZVPD).

Positions of all 16 atoms, in Å:
C (0.89644, -1.74994, -1.12144)
C (0.01666, -0.51427, -1.01803)
O (-1.33236, -0.90476, -0.92906)
C (0.41066, 0.39940, 0.16065)
C (-0.72872, 0.95700, 0.98130)
N (-0.43492, 2.12556, 1.62702)
O (-1.72416, 0.32577, 1.25890)
H (1.14354, -2.08779, -0.10152)
H (0.30394, -2.58912, -1.49397)
H (1.81826, -1.64042, -1.69532)
H (0.14416, 0.04975, -1.94768)
H (-1.71917, -0.61735, -0.09779)
H (0.93694, -0.22604, 0.90249)
H (1.01729, 1.23280, -0.16465)
H (0.19342, 2.78663, 1.21424)
H (-0.94197, 2.45277, 2.42485)

Output
Total energy   -9879.2011 eV
Frontier orbital gap   0.3819 Ha
Strongest force on any atom   0.025 Eh/bohr
Charge   0
Energy above the lowest of the compared OMol25 structures with the same formula, charge and spin   82.9 kJ/mol

Atomic charges from the Löwdin analysis, expressed in e, are listed below:
1 C -0.050
2 C -0.434
3 O -0.039
4 C -0.052
5 C -0.501
6 N 0.164
7 O 0.066
8 H 0.077
9 H 0.081
10 H 0.078
11 H 0.133
12 H 0.027
13 H 0.135
14 H 0.113
15 H 0.095
16 H 0.107

---

No. 3
Entry from OMol25: a 2-piece molecular cluster, C20H26FNO9PS2 overall at a distorted geometry (ωB97M-V/def2-TZVPD).

Positions of all 60 atoms, in Å:
C (1.73206, 2.91846, 1.65099)
C (2.23862, 2.23474, 0.41178)
O (2.66676, 3.26004, -0.54830)
P (2.36718, 3.07463, -2.10904)
C (3.89836, 2.42309, -2.83751)
C (3.95004, 1.17015, -3.63455)
O (4.80529, 0.91562, -4.43847)
O (3.03232, 0.32976, -3.12478)
C (2.48103, -0.58590, -4.08465)
C (1.40693, 0.09990, -4.89014)
O (1.15990, 2.29381, -2.46578)
O (2.40980, 4.61843, -2.56742)
C (1.49277, 4.94822, -3.64665)
C (1.25804, 6.43384, -3.59455)
H (1.24642, 2.17880, 2.28576)
H (2.54349, 3.36929, 2.22105)
H (1.00200, 3.69013, 1.40194)
H (3.10763, 1.60004, 0.62703)
H (1.45691, 1.62860, -0.06069)
H (4.42974, 3.20359, -3.41739)
H (3.29867, -0.93194, -4.71936)
H (2.08657, -1.40811, -3.48495)
H (0.84415, -0.66568, -5.42793)
H (0.73085, 0.67319, -4.24780)
H (1.84892, 0.76507, -5.64302)
H (1.93867, 4.62651, -4.59760)
H (0.56506, 4.38786, -3.47654)
H (0.56278, 6.68917, -4.39669)
H (0.81822, 6.71282, -2.63504)
H (2.19057, 6.98096, -3.73727)
C (6.29749, -1.87647, -1.01418)
C (7.05796, -1.50678, 0.10963)
C (7.69796, -0.26612, 0.13729)
C (7.55808, 0.61987, -0.93233)
S (8.51266, 2.15806, -0.89704)
N (7.70579, 3.21603, 0.06453)
F (4.67116, 2.05785, -1.76046)
S (7.55892, 4.80227, -0.31322)
C (5.92160, 5.29175, 0.27606)
C (4.89627, 5.57502, -0.62915)
C (3.66671, 6.03434, -0.15877)
C (3.48012, 6.27477, 1.20515)
C (4.53260, 6.04000, 2.10427)
C (5.75710, 5.56100, 1.63370)
O (8.48349, 5.48009, 0.58317)
O (7.48246, 5.10585, -1.71216)
O (9.69488, 1.80426, -0.15167)
O (8.55886, 2.52107, -2.29817)
C (6.87540, 0.21817, -2.08272)
C (6.21423, -1.01150, -2.11321)
H (5.77534, -2.83960, -1.04398)
H (7.16127, -2.19861, 0.95406)
H (8.31622, 0.01263, 0.98565)
H (5.05943, 5.44209, -1.69267)
H (2.85704, 6.23201, -0.86473)
H (2.51268, 6.64925, 1.55824)
H (4.39575, 6.24784, 3.17067)
H (6.58817, 5.40724, 2.31591)
H (6.84664, 0.86157, -2.95700)
H (5.64717, -1.29901, -3.00700)

Output
Total energy   -74758.4550 eV
Frontier orbital gap   0.2743 Ha
Strongest force on any atom   0.046 Eh/bohr
Charge   -1
Energy above the lowest of the compared OMol25 structures with the same formula, charge and spin   0.0 kJ/mol

Atomic charges from the Löwdin analysis, expressed in e, are listed below:
1 C -0.074
2 C -0.228
3 O -0.201
4 P 0.593
5 C -0.222
6 C -0.481
7 O 0.144
8 O -0.023
9 C -0.211
10 C -0.067
11 O -0.253
12 O -0.231
13 C -0.267
14 C -0.078
15 H 0.075
16 H 0.074
17 H 0.081
18 H 0.129
19 H 0.108
20 H 0.159
21 H 0.117
22 H 0.125
23 H 0.076
24 H 0.067
25 H 0.084
26 H 0.124
27 H 0.107
28 H 0.077
29 H 0.080
30 H 0.083
31 C -0.101
32 C -0.095
33 C -0.071
34 C -0.253
35 S 0.552
36 N -0.323
37 F 0.021
38 S 0.547
39 C -0.252
40 C -0.064
41 C -0.104
42 C -0.105
43 C -0.095
44 C -0.068
45 O -0.350
46 O -0.341
47 O -0.344
48 O -0.345
49 C -0.074
50 C -0.088
51 H 0.092
52 H 0.096
53 H 0.109
54 H 0.104
55 H 0.086
56 H 0.097
57 H 0.097
58 H 0.110
59 H 0.100
60 H 0.098

---

No. 4
Entry from OMol25: an isolated molecule of C4H7NO (ωB97M-V/def2-TZVPD).

Positions of all 13 atoms, in Å:
C (0.36691, -0.86630, -1.40329)
N (-0.17216, -1.54243, -0.48147)
C (-0.51530, -0.85988, 0.76502)
C (0.27946, 0.43537, 0.94445)
C (0.04419, 1.19340, -0.35701)
O (0.62095, 0.46642, -1.44483)
H (0.69986, -1.34609, -2.32417)
H (-0.36169, -1.56514, 1.58740)
H (-1.58797, -0.62236, 0.74623)
H (1.34071, 0.19777, 1.10708)
H (-0.06626, 1.01910, 1.80310)
H (-1.04281, 1.26516, -0.51111)
H (0.39411, 2.22499, -0.43139)

Output
Total energy   -7798.4692 eV
Frontier orbital gap   0.3898 Ha
Strongest force on any atom   0.011 Eh/bohr
Charge   0
Energy above the lowest of the compared OMol25 structures with the same formula, charge and spin   113.4 kJ/mol

Atomic charges from the Löwdin analysis, expressed in e, are listed below:
1 C -0.243
2 N 0.055
3 C -0.238
4 C -0.164
5 C -0.187
6 O -0.058
7 H 0.128
8 H 0.108
9 H 0.114
10 H 0.122
11 H 0.114
12 H 0.126
13 H 0.123

---

No. 5
Entry from OMol25: C11H17N4O4PbS2 as an isolated structure at a distorted geometry (ωB97M-V/def2-TZVPD).

Positions of all 39 atoms, in Å:
Pb (-2.07911, 0.33899, 1.76308)
N (-3.05168, -1.32945, -0.11087)
C (-3.78621, -0.63187, -1.17174)
C (-3.67913, 0.86566, -1.08149)
O (-4.25512, 1.57655, -1.98155)
N (-3.08644, 1.39857, 0.00453)
C (-2.90480, 2.84874, -0.09840)
C (-1.91110, 3.28081, 0.90193)
O (-1.32788, 4.33006, 0.71780)
O (-1.66419, 2.43998, 1.84601)
H (-2.09599, -1.64925, -0.18158)
H (-3.45798, -2.19217, 0.21659)
H (-4.82661, -0.90935, -1.22566)
H (-3.40434, -0.95582, -2.10976)
H (-3.86566, 3.39142, 0.02388)
H (-2.55357, 3.05017, -1.10600)
C (1.65464, 3.57901, -0.69172)
S (3.14294, 2.97022, -1.41818)
C (3.93890, 2.28176, -0.01997)
O (4.00957, 4.12910, -1.77943)
H (1.95957, 4.35675, 0.03679)
H (1.23773, 2.81992, -0.17718)
H (0.98578, 4.05987, -1.39497)
H (4.12570, 2.94639, 0.82487)
H (4.93856, 1.97388, -0.29936)
H (3.45583, 1.45434, 0.48245)
C (3.31808, -4.27153, 0.57447)
C (1.92680, -3.67469, 0.61959)
C (0.81517, -4.55389, 0.60988)
C (-0.39393, -3.90357, 0.58391)
N (-0.53479, -2.57541, 0.63960)
C (0.64128, -1.84786, 0.72912)
S (0.45834, -0.07057, 0.90886)
N (1.84841, -2.36316, 0.66907)
H (3.27935, -5.34190, 0.54142)
H (3.76489, -3.96013, 1.54636)
H (3.83487, -3.78761, -0.29189)
H (0.86853, -5.67333, 0.48447)
H (-1.32639, -4.40062, 0.41511)

Output
Total energy   -52754.0557 eV
Frontier orbital gap   0.2843 Ha
Strongest force on any atom   0.073 Eh/bohr
Charge   -1
Energy above the lowest of the compared OMol25 structures with the same formula, charge and spin   69.4 kJ/mol

Atomic charges from the Löwdin analysis, expressed in e, are listed below:
1 Pb 1.070
2 N -0.088
3 C -0.180
4 C -0.534
5 O -0.067
6 N -0.128
7 C -0.161
8 C -0.696
9 O 0.028
10 O -0.325
11 H -0.005
12 H 0.064
13 H 0.114
14 H 0.100
15 H 0.139
16 H 0.122
17 C -0.258
18 S 0.793
19 C -0.298
20 O -0.573
21 H 0.082
22 H -0.023
23 H 0.065
24 H 0.062
25 H 0.045
26 H 0.035
27 C -0.042
28 C -0.353
29 C -0.037
30 C -0.160
31 N 0.005
32 C -0.773
33 S 0.436
34 N 0.086
35 H 0.052
36 H 0.091
37 H 0.095
38 H 0.118
39 H 0.097

---

No. 6
Entry from OMol25: an isolated ion of composition C5H9N2 and charge +1 at a distorted geometry (ωB97M-V/def2-TZVPD).

Positions of all 16 atoms, in Å:
C (0.60575, 1.49156, -0.13709)
C (-0.36053, 0.40263, -0.34082)
C (1.80827, 0.98894, 0.18593)
C (0.60160, -0.78699, 0.02833)
C (-1.74627, 0.78591, 0.18568)
N (1.79669, -0.38600, 0.22985)
N (0.36097, -2.20674, 0.04990)
H (0.38209, 2.54086, 0.01797)
H (-0.46349, 0.45814, -1.40743)
H (2.60845, 1.70155, 0.27358)
H (-1.93089, 0.70893, 1.25478)
H (-2.45622, 0.12158, -0.09149)
H (-1.92835, 1.81419, -0.25931)
H (0.11862, -2.49026, 1.03429)
H (1.08837, -2.75478, -0.47353)
H (-0.48505, -2.38952, -0.55064)

Output
Multiplicity   3
Total energy   -8299.1506 eV
Frontier orbital gap (alpha / beta)   0.2447 / 0.2928 Ha
Strongest force on any atom   0.140 Eh/bohr
Charge   +1
⟨S²⟩   2.0064
Energy above the lowest of the compared OMol25 structures with the same formula, charge and spin   97.0 kJ/mol

Atomic charges from the Löwdin analysis, expressed in e, are listed below:
1 C 0.007
2 C -0.257
3 C -0.034
4 C -0.291
5 C -0.037
6 N 0.107
7 N 0.244
8 H 0.143
9 H 0.137
10 H 0.137
11 H 0.091
12 H 0.030
13 H 0.124
14 H 0.204
15 H 0.201
16 H 0.196